C47H59Cl2F7N3O18PtSTl | ωB97M-V/def2-TZVPD

Results
**HOMO-LUMO gap (alpha / beta)**: 4.543 / 4.483 eV
**Multiplicity**: 3
**E_tot**: -5653.42874 Ha
**<S²>**: 2.053

```
139
Properties=species:S:1:pos:R:3:forces:R:3
Pt 2.030 3.782 -0.209 -0.355 -2.546 1.492
Tl 5.069 -0.002 0.887 -0.180 -0.470 0.353
Cl 6.176 -1.772 4.301 -0.030 1.372 -2.453
O 6.904 -2.840 4.909 -0.602 -0.371 0.577
O 7.030 -1.189 3.271 0.140 0.099 -0.150
O 4.962 -2.205 3.596 0.370 -0.445 0.945
O 5.833 -0.716 5.219 -0.197 -0.408 0.727
Cl 0.717 0.122 -0.378 2.135 -1.672 1.665
O 1.153 1.379 -0.893 0.165 2.401 -1.553
O -0.495 0.365 0.349 -0.623 -0.032 0.695
O 0.491 -0.853 -1.373 -1.095 -0.205 -2.002
O 1.813 -0.393 0.393 -0.527 0.330 1.272
C 3.092 1.955 -4.090 -0.711 -0.042 3.506
F 3.544 0.886 -4.676 -0.123 -0.454 -0.503
F 3.289 3.020 -4.796 -0.013 1.009 -1.192
F 1.744 1.840 -3.812 1.451 -0.022 -0.557
S 4.079 2.186 -2.426 3.230 -2.241 0.099
O 5.464 2.456 -2.840 -2.411 1.310 -0.250
O 3.375 3.296 -1.714 -0.325 1.644 -0.414
O 4.093 0.955 -1.681 -1.641 0.049 -0.173
O 3.575 2.878 1.125 -1.025 0.967 -1.552
C 3.786 3.530 2.363 0.117 -0.642 0.557
C 5.287 3.332 3.054 -0.953 -1.851 -1.332
O 5.700 1.970 3.257 -0.914 2.220 -0.540
H 3.033 3.124 3.038 0.094 -0.052 0.589
H 3.491 4.568 2.205 0.741 0.528 0.443
H 5.450 3.855 3.996 -0.586 0.195 0.158
H 6.024 3.760 2.374 0.225 -0.041 -0.288
N -0.714 -5.019 0.931 1.087 0.208 0.138
C -0.417 -5.623 2.082 -0.110 -0.650 -0.242
C -0.351 -5.006 3.325 -0.436 0.982 -0.855
C -0.657 -3.640 3.292 -0.184 -0.453 1.702
C -0.860 -2.983 2.113 0.526 1.174 0.886
C -0.751 -3.692 0.982 -1.012 -0.718 -2.116
H -0.215 -6.676 1.946 -0.133 -0.304 0.361
H -0.141 -5.550 4.234 0.039 0.050 -0.033
H -0.794 -3.073 4.201 0.247 -0.078 0.323
H -1.013 -1.918 2.022 -0.048 0.120 0.310
H -0.827 -3.139 0.057 -0.065 -0.222 -0.434
N 0.510 4.603 -1.711 -0.485 1.368 -2.475
C 0.757 5.411 -2.812 0.108 -0.642 0.162
C -0.171 5.762 -3.839 1.641 -0.556 1.187
C -1.457 5.318 -3.750 0.153 -1.016 1.089
C -1.713 4.441 -2.667 -1.581 2.020 -1.991
C -0.779 4.177 -1.729 1.283 -2.129 1.119
H 1.776 5.724 -2.988 0.190 -0.074 0.336
H 0.215 6.237 -4.729 0.040 0.380 0.179
H -2.177 5.543 -4.524 -0.182 -0.107 0.114
H -2.727 4.071 -2.629 0.193 -0.583 0.499
H -0.969 3.322 -1.096 -0.189 0.215 0.592
N 0.337 3.675 1.314 -2.536 0.900 2.773
C -0.689 4.647 1.467 1.659 -0.586 0.408
C -1.603 4.675 2.512 0.265 -1.711 0.114
C -1.655 3.591 3.431 -0.051 1.352 -0.593
C -0.724 2.592 3.327 -0.063 -0.059 -0.993
C 0.214 2.677 2.311 1.683 0.865 -3.082
H -0.753 5.498 0.805 0.468 -0.207 -0.522
H -2.377 5.428 2.540 0.149 0.174 -0.079
H -2.431 3.578 4.182 -0.027 -0.083 0.063
H -0.802 1.661 3.869 0.271 0.120 0.278
H 0.933 1.899 2.100 0.156 -0.336 0.498
C 2.133 -0.455 3.820 -0.687 1.431 -0.775
O 3.123 0.385 3.215 0.538 -0.386 0.068
H 2.418 -1.046 4.690 0.449 -0.094 -0.347
H 1.429 0.327 4.105 -0.986 -0.563 0.663
H 1.671 -1.004 3.000 0.174 -0.395 0.292
H 3.303 1.054 3.880 0.598 -0.055 -0.063
C -1.787 0.789 -3.682 -0.051 0.154 1.144
O -2.017 1.321 -2.361 -0.823 -0.409 0.193
H -1.566 -0.278 -3.659 0.810 0.087 0.184
H -2.721 0.757 -4.243 0.065 0.966 -0.180
H -0.981 1.462 -3.975 -0.056 -0.679 -1.444
H -1.464 0.830 -1.750 0.159 -0.122 0.194
C 3.107 -3.401 0.893 -0.708 -0.456 1.820
O 4.150 -2.699 0.294 0.290 0.292 -0.803
H 2.345 -3.839 0.248 0.103 0.215 -0.503
H 3.505 -4.194 1.527 0.077 -0.269 -0.011
H 2.615 -2.738 1.605 -0.091 0.168 -0.229
H 4.638 -3.344 -0.223 0.400 0.232 -0.067
C 2.654 7.122 -0.407 -0.366 1.149 -1.262
O 2.220 6.062 0.402 0.110 -0.328 0.813
H 3.728 7.174 -0.581 -0.025 -0.400 0.061
H 2.090 7.037 -1.336 0.444 0.101 -0.163
H 2.334 8.072 0.022 0.081 0.029 0.150
H 2.067 6.458 1.263 -0.076 -0.680 0.418
C 4.725 -2.153 -2.818 0.712 -0.315 0.312
O 5.744 -1.464 -2.057 -0.748 -0.226 -0.171
H 5.262 -2.860 -3.450 -0.405 -0.153 -0.332
H 4.080 -2.717 -2.145 0.128 0.178 0.096
H 4.068 -1.513 -3.409 0.253 0.319 -0.008
H 6.483 -1.342 -2.658 0.047 0.174 0.100
F 1.138 -5.583 -1.298 0.397 -0.171 0.042
C 1.329 -5.145 -2.553 -0.728 0.171 -0.485
C 0.851 -3.854 -2.840 1.107 -0.485 0.650
C 1.006 -3.344 -4.108 0.597 -1.760 -0.697
C 1.546 -4.224 -5.074 0.131 0.162 -0.269
C 1.943 -5.561 -4.802 -0.719 1.792 -0.339
C 1.853 -6.022 -3.517 -0.407 0.501 1.226
H 0.575 -3.165 -2.055 -0.279 -0.357 0.338
H 0.691 -2.327 -4.288 0.184 0.023 -0.380
H 1.727 -3.838 -6.067 -0.176 -0.052 -0.219
H 2.248 -6.234 -5.590 0.252 0.217 -0.130
H 2.187 -7.019 -3.268 -0.155 -0.031 0.261
F -4.227 -1.911 1.999 0.761 0.197 -0.720
C -4.591 -2.934 2.766 -1.835 -0.779 1.264
C -5.416 -2.594 3.849 0.075 -2.047 0.377
C -5.958 -3.668 4.641 0.594 2.242 -0.782
C -5.679 -4.974 4.338 -0.455 0.228 0.767
C -4.897 -5.244 3.251 0.306 -1.101 -1.867
C -4.381 -4.283 2.411 0.224 2.329 0.278
H -5.654 -1.557 4.033 0.000 0.005 0.080
H -6.627 -3.431 5.455 0.010 0.076 0.101
H -6.139 -5.735 4.951 0.140 -0.282 -0.156
H -4.810 -6.236 2.834 0.140 -0.427 0.536
H -3.866 -4.462 1.479 0.140 -0.409 0.040
F -5.754 -1.282 -1.411 -0.652 0.772 0.243
C -4.806 -2.152 -1.707 1.952 -1.393 -0.755
C -3.459 -1.755 -1.772 -0.294 0.054 0.195
C -2.466 -2.662 -2.116 -1.017 -2.716 -1.083
C -2.846 -4.033 -2.400 -0.643 1.477 1.378
C -4.174 -4.424 -2.141 1.788 0.211 -1.950
C -5.147 -3.476 -1.972 -0.882 0.619 1.676
H -3.163 -0.742 -1.541 -0.229 0.202 0.001
H -1.430 -2.392 -2.261 -0.062 0.342 0.208
H -2.196 -4.834 -2.721 0.598 0.385 0.109
H -4.405 -5.455 -2.366 -0.344 -0.097 0.309
H -6.159 -3.801 -1.785 -0.275 0.166 -0.255
F -4.396 5.787 0.135 0.564 1.980 0.216
C -4.788 4.535 0.151 -0.578 -1.452 -0.122
C -6.133 4.241 0.224 -1.016 -0.590 0.286
C -6.522 2.921 0.176 1.959 -0.912 -0.207
C -5.511 1.916 -0.029 -1.444 -0.168 1.078
C -4.165 2.194 -0.048 -0.315 1.989 -0.017
C -3.821 3.569 0.077 0.302 -0.794 -0.414
H -6.963 4.905 0.418 0.509 0.808 -0.157
H -7.568 2.735 0.373 0.044 -0.574 -0.279
H -5.754 0.867 0.049 -0.433 -0.081 -0.417
H -3.443 1.405 -0.194 0.133 0.144 0.163
H -2.819 3.972 0.084 0.203 -0.419 -0.107
```
Positions in Å, forces in eV/Å.

Atomic partial charges in e from the Löwdin method, atoms 1 to 99: atom 1 (Pt): 1.42, atom 2 (Tl): 1.14, atom 3 (Cl): 0.63, atom 4 (O): -0.34, atom 5 (O): -0.45, atom 6 (O): -0.41, atom 7 (O): -0.37, atom 8 (Cl): 0.61, atom 9 (O): -0.41, atom 10 (O): -0.33, atom 11 (O): -0.31, atom 12 (O): -0.34, atom 13 (C): -0.65, atom 14 (F): 0.19, atom 15 (F): 0.17, atom 16 (F): 0.09, atom 17 (S): 0.55, atom 18 (O): -0.28, atom 19 (O): -0.48, atom 20 (O): -0.40, atom 21 (O): -0.34, atom 22 (C): -0.27, atom 23 (C): -0.16, atom 24 (O): -0.04, atom 25 (H): 0.08, atom 26 (H): 0.08, atom 27 (H): 0.12, atom 28 (H): 0.12, atom 29 (N): 0.08, atom 30 (C): -0.15, atom 31 (C): -0.04, atom 32 (C): -0.08, atom 33 (C): -0.10, atom 34 (C): -0.17, atom 35 (H): 0.10, atom 36 (H): 0.10, atom 37 (H): 0.10, atom 38 (H): 0.10, atom 39 (H): 0.09, atom 40 (N): -0.01, atom 41 (C): -0.08, atom 42 (C): -0.04, atom 43 (C): -0.02, atom 44 (C): -0.03, atom 45 (C): -0.16, atom 46 (H): 0.11, atom 47 (H): 0.11, atom 48 (H): 0.12, atom 49 (H): 0.12, atom 50 (H): 0.10, atom 51 (N): -0.01, atom 52 (C): -0.12, atom 53 (C): -0.05, atom 54 (C): -0.02, atom 55 (C): -0.03, atom 56 (C): -0.07, atom 57 (H): 0.10, atom 58 (H): 0.11, atom 59 (H): 0.12, atom 60 (H): 0.12, atom 61 (H): 0.09, atom 62 (C): -0.11, atom 63 (O): -0.22, atom 64 (H): 0.09, atom 65 (H): 0.06, atom 66 (H): 0.06, atom 67 (H): 0.06, atom 68 (C): -0.10, atom 69 (O): -0.17, atom 70 (H): 0.06, atom 71 (H): 0.08, atom 72 (H): 0.08, atom 73 (H): 0.02, atom 74 (C): -0.15, atom 75 (O): -0.21, atom 76 (H): 0.07, atom 77 (H): 0.09, atom 78 (H): 0.07, atom 79 (H): 0.08, atom 80 (C): -0.11, atom 81 (O): -0.21, atom 82 (H): 0.10, atom 83 (H): 0.06, atom 84 (H): 0.10, atom 85 (H): 0.10, atom 86 (C): -0.12, atom 87 (O): -0.16, atom 88 (H): 0.08, atom 89 (H): 0.06, atom 90 (H): 0.07, atom 91 (H): 0.08, atom 92 (F): 0.05, atom 93 (C): -0.26, atom 94 (C): -0.04, atom 95 (C): -0.07, atom 96 (C): -0.08, atom 97 (C): -0.09, atom 98 (C): -0.02, atom 99 (H): 0.08